This record from the Open Molecules 2025 dataset describes a molecular structure, C16H21BF3NO2OsS3. The level of theory is ωB97M-V/def2-TZVPD.

```
48
Properties=species:S:1:pos:R:3:forces:R:3:nbo_charge:R:1
Os -0.02028 0.73061 1.63083 -0.091 0.225 -0.181 0.1501
C -0.63083 -3.78114 2.41597 -0.037 0.068 -0.018 -0.6431
C -0.03283 -2.41608 2.19387 -0.292 -0.080 0.115 -0.2596
S -1.04843 -1.03639 2.41595 -0.146 -0.073 -0.111 0.2876
C 1.27260 -2.17541 1.94522 0.342 0.037 0.017 -0.1744
C 2.31297 -3.24658 1.78010 0.021 0.052 0.004 -0.6473
S 1.81039 -0.54322 1.86971 -0.021 0.097 -0.171 0.1399
H -1.68036 -3.69402 2.69673 0.003 -0.005 -0.003 0.2276
H -0.11647 -4.32629 3.20929 0.014 0.014 -0.002 0.2177
H -0.58113 -4.38560 1.50810 -0.012 -0.003 -0.018 0.2210
H 1.88892 -4.23753 1.93017 -0.003 -0.015 0.014 0.2181
H 3.12651 -3.11035 2.49512 0.004 -0.004 -0.017 0.2256
H 2.74593 -3.20836 0.77899 -0.017 0.005 0.000 0.2300
F 0.69217 6.91457 0.14401 -0.009 -0.032 0.003 -0.3229
C 0.19145 5.66864 0.06058 -0.015 0.007 -0.013 0.9831
F 0.38952 5.24608 -1.19788 -0.002 0.009 0.031 -0.3126
F -1.13433 5.76084 0.24725 0.031 -0.008 -0.004 -0.3123
C 0.83423 4.75111 1.06433 0.012 0.077 0.021 -0.2270
C 1.83764 5.20173 1.90757 -0.001 -0.018 0.004 -0.0917
C 2.43073 4.33353 2.81329 -0.067 -0.068 -0.054 -0.2838
C 1.99662 3.01981 2.83860 0.071 0.041 0.052 0.0978
N 1.02112 2.59824 2.04150 -0.072 -0.172 0.000 -0.5260
C 0.42645 3.42334 1.16682 -0.042 0.195 -0.163 0.1264
S -0.78137 2.54114 0.25725 0.148 -0.268 0.285 -0.0138
H 2.15496 6.23371 1.85054 0.004 0.002 -0.001 0.2402
H 3.21463 4.66482 3.47671 0.011 -0.011 0.007 0.2349
H 2.42479 2.27639 3.49711 0.017 0.004 0.030 0.2232
C 0.36094 -1.77268 -3.15964 -0.001 0.010 0.013 -0.6224
C -0.49826 -1.64596 -1.91797 0.009 -0.011 0.014 0.2351
C -0.88281 -3.02180 -1.38921 0.010 0.006 0.021 -0.6323
O 0.27375 -0.99999 -0.87657 -0.053 -0.053 -0.097 -0.7939
B -0.60389 -0.24905 -0.12632 0.253 -0.089 0.234 1.0019
O -1.84866 -0.17354 -0.71299 -0.058 0.082 -0.017 -0.7998
C -1.72022 -0.69443 -2.05881 -0.010 -0.003 0.008 0.2499
C -1.44569 0.49073 -2.97454 -0.003 0.002 0.013 -0.6366
C -3.01857 -1.37479 -2.44386 0.004 -0.002 0.010 -0.6253
H 1.18933 -2.45307 -2.96065 -0.001 -0.004 -0.004 0.2189
H 0.77376 -0.81018 -3.45415 0.002 0.000 -0.006 0.2233
H -0.22311 -2.17671 -3.98924 0.004 0.000 -0.004 0.2100
H 0.02816 -3.55518 -1.11419 0.001 -0.005 0.000 0.2185
H -1.41794 -3.60641 -2.13865 0.003 0.000 0.000 0.2134
H -1.50738 -2.92976 -0.49907 -0.008 -0.016 0.005 0.2190
H -0.51035 0.98415 -2.70682 0.002 0.003 0.001 0.2233
H -2.25462 1.21300 -2.86263 0.005 0.003 -0.003 0.2238
H -1.39614 0.18225 -4.01947 -0.002 0.003 -0.006 0.2117
H -3.31208 -2.11588 -1.70310 -0.004 -0.001 -0.006 0.2212
H -2.92003 -1.86382 -3.41534 -0.006 -0.002 -0.001 0.2097
H -3.81178 -0.63045 -2.51451 0.000 0.000 -0.005 0.2216
```
Forces are in eV/Å.

**Relative energy (zero: lowest compared OMol25 entry of this formula, charge and spin)**: 0.000 eV
**Charge**: 0
**Energy**: -66324.4701 eV
**Gap between HOMO and LUMO (spin up / spin down)**: 0.251 / 0.250 Eh
**E_HOMO (spin up / spin down)**: -7.6 / -7.6 eV

***

This record from the Open Molecules 2025 dataset describes a single CH3Cl2P molecule in a non-equilibrium geometry. The level of theory is ωB97M-V/def2-TZVPD.

```
7
Properties=species:S:1:pos:R:3:forces:R:3:nbo_charge:R:1
C -0.78271 0.09866 -0.07799 -0.259 1.603 0.957 -1.0147
P 0.84820 -0.13878 -0.88827 0.283 3.115 0.690 0.9117
Cl 1.89120 1.32214 0.59912 -0.747 -1.108 -1.527 -0.4168
Cl 1.34007 -1.78081 0.04307 0.493 -1.725 0.739 -0.2469
H -1.44435 0.93466 -0.45603 1.150 -0.714 0.062 0.2537
H -0.49770 0.37493 0.99561 -0.870 -0.864 -1.323 0.2708
H -1.35471 -0.81080 -0.21551 -0.050 -0.307 0.401 0.2422
```
Forces are in eV/Å.

**Relative energy (zero: lowest compared OMol25 entry of this formula, charge and spin)**: 0.450 eV
**Charge**: 0
**Energy**: -35420.0859 eV
**Gap between HOMO and LUMO**: 0.358 Eh
**SMILES string**: CP(Cl)Cl
**E_HOMO**: -10.0 eV

***

This record from the Open Molecules 2025 dataset describes a gas-phase ion, C2H7NS (charge +1) in a non-equilibrium geometry. The level of theory is ωB97M-V/def2-TZVPD.

```
11
Properties=species:S:1:pos:R:3:forces:R:3:nbo_charge:R:1
C -0.00481 0.11078 1.61292 0.274 0.018 0.212 -0.8142
S -1.34564 0.57119 0.44411 1.913 -0.805 0.644 0.7679
H -0.08232 0.62220 2.57504 -0.468 -0.102 -0.245 0.2826
H 0.04959 -0.97297 1.73822 -0.786 -0.150 0.121 0.2762
H 1.01885 0.28366 1.27123 -0.343 0.680 -0.543 0.2738
C -0.62132 -0.23451 -1.06696 -0.690 0.909 -1.698 -0.3824
N 0.70390 0.14517 -1.39153 -0.104 -0.764 1.171 -0.7189
H -0.79617 -1.30976 -1.06867 0.154 0.017 0.295 0.2684
H -1.23649 0.18436 -1.87804 -0.444 -0.140 0.424 0.2596
H 1.37526 -0.51446 -1.01799 0.375 0.351 -0.129 0.3912
H 0.93915 1.11434 -1.21833 0.119 -0.014 -0.253 0.3960
```
Forces are in eV/Å.

**2S+1**: 2
**Relative energy (zero: lowest compared OMol25 entry of this formula, charge and spin)**: 0.313 eV
**Charge**: +1
**Energy**: -14503.7918 eV
**Gap between HOMO and LUMO (spin up / spin down)**: 0.428 / 0.229 Eh
**E_HOMO (spin up / spin down)**: -15.4 / -14.9 eV